C53H82BFN12O7PS2 | ωB97M-V with the def2-TZVPD basis set

LUMO level (eV): -2.9
Gap between HOMO and LUMO (eV): 6.35
Maximum force (eV/Å): 1.23
HOMO level (eV): -9.26
Charge: +1

Structure (XYZ):
```
159
Properties=species:S:1:pos:R:3:forces:R:3:lowdin_charge:R:1
C -0.865 -1.555 5.854 -0.38 -0.08 0.05 -0.14
C -1.596 -0.227 5.591 0.22 -0.30 0.15 -0.42
P -0.699 1.167 4.758 -0.23 0.16 0.12 1.04
C 1.038 0.621 5.032 -0.16 0.08 -0.18 -0.26
C -1.029 1.138 2.844 0.00 -0.09 -0.52 -0.37
C 0.159 1.725 1.997 0.04 -0.52 0.26 -0.22
C 0.426 3.126 2.595 -0.12 0.37 -0.50 -0.13
C 1.713 3.926 2.313 0.21 0.24 0.05 -0.19
C 2.352 4.381 3.622 -0.20 0.18 0.07 -0.18
C 3.550 5.320 3.472 0.09 -0.18 0.00 -0.18
N 4.563 5.017 2.445 0.03 0.44 0.27 0.01
C 5.439 3.952 2.829 -0.17 0.11 -0.63 -0.47
C 6.895 4.183 2.594 0.09 0.01 -0.03 0.02
O 4.982 2.946 3.304 0.24 -0.35 0.55 0.08
B 1.411 0.673 2.008 0.41 0.04 -0.10 -0.50
C 2.893 0.987 2.397 -0.21 0.21 0.16 0.01
O 1.076 -0.598 1.679 -0.65 -0.01 0.87 0.17
N -0.484 1.963 0.600 0.59 -0.02 0.26 0.08
C 0.214 3.002 -0.264 0.00 0.12 -0.55 -0.06
C 1.657 2.799 -0.730 0.25 -0.05 -0.10 -0.17
C 1.809 2.741 -2.252 -0.23 0.30 -0.02 -0.20
C 3.252 2.971 -2.687 -0.16 -0.43 -0.05 -0.28
N 4.049 1.780 -2.376 0.07 0.13 -0.11 0.01
C -1.056 0.793 -0.202 -0.83 0.38 -0.83 -0.28
O -2.026 1.430 -0.998 0.12 0.26 0.18 -0.02
C -0.055 0.056 -1.128 -0.69 -0.13 0.52 -0.35
O 1.110 -0.026 -0.940 0.46 0.01 0.14 0.19
N -0.731 -0.545 -2.250 1.06 -0.23 -0.40 0.20
C -0.076 -1.744 -2.645 -0.20 0.69 -0.59 -0.50
O 0.002 -2.736 -2.037 0.16 -0.58 0.33 0.22
F 0.432 -1.606 -3.897 -0.24 -0.04 0.43 0.11
C -1.827 -0.298 0.657 0.09 -0.09 0.32 -0.61
O -1.148 -1.478 0.344 0.31 0.10 -0.16 -0.06
S -3.473 -0.622 -0.059 -0.09 -0.29 -0.21 0.91
C -1.820 -0.086 2.282 -0.30 0.22 -0.11 -0.71
O -1.460 -1.316 2.815 -0.18 -0.01 0.17 -0.05
S -3.535 0.294 2.872 0.06 0.25 0.22 0.84
H -0.169 -1.857 5.071 0.07 0.03 0.07 0.05
H -1.601 -2.356 5.934 0.02 -0.01 -0.02 0.08
H -0.337 -1.538 6.806 0.21 0.05 -0.11 0.08
H -2.552 -0.414 5.113 0.08 0.19 -0.06 0.01
H -1.834 0.224 6.559 -0.07 0.00 -0.02 0.07
H 1.366 -0.272 4.502 0.08 -0.01 0.05 0.04
H 1.715 1.449 4.837 0.13 -0.06 -0.02 0.02
H 1.093 0.414 6.102 0.06 0.00 0.01 0.06
H -1.771 1.951 2.789 0.06 0.04 0.14 0.07
H 0.307 3.081 3.676 0.00 -0.25 -0.01 0.07
H -0.421 3.748 2.272 -0.08 0.00 0.25 0.13
H 2.443 3.385 1.713 -0.09 -0.14 0.07 0.08
H 1.471 4.837 1.752 -0.05 -0.10 -0.11 0.12
H 1.589 4.940 4.175 0.04 -0.07 0.11 0.13
H 2.619 3.523 4.243 0.01 -0.04 -0.11 0.08
H 3.219 6.350 3.322 -0.09 -0.06 -0.12 0.11
H 4.091 5.324 4.421 -0.04 0.13 0.02 0.13
H 4.184 4.876 1.516 0.07 -0.06 -0.01 0.12
H 7.092 4.156 1.519 -0.02 0.02 0.01 0.10
H 7.487 3.418 3.090 -0.02 -0.03 -0.05 0.09
H 7.180 5.174 2.943 -0.03 0.01 0.01 0.09
H 3.043 1.801 3.102 -0.03 -0.09 -0.08 0.03
H 3.427 1.281 1.485 0.06 -0.13 0.02 0.09
H 3.389 0.104 2.807 0.03 -0.04 -0.12 0.09
H 1.622 -1.270 2.101 0.37 -0.05 -0.56 0.14
H -1.355 2.448 0.846 -0.02 -0.06 0.01 0.18
H -0.417 3.137 -1.141 -0.11 -0.13 0.03 0.12
H 0.116 3.950 0.253 0.01 -0.12 0.28 0.12
H 2.229 3.670 -0.405 -0.04 -0.02 0.10 0.11
H 2.142 1.928 -0.300 -0.06 0.00 0.12 0.09
H 1.453 1.783 -2.646 0.07 -0.01 -0.01 0.10
H 1.188 3.518 -2.712 0.01 0.03 0.07 0.12
H 3.257 3.226 -3.752 0.08 0.10 0.03 0.11
H 3.653 3.816 -2.124 0.06 0.05 -0.13 0.11
H 3.761 1.024 -2.988 -0.03 -0.06 0.11 0.07
H 5.022 1.947 -2.609 0.02 0.02 0.11 0.07
H -1.671 1.749 -1.834 -0.03 -0.02 -0.05 0.11
H -0.699 0.095 -3.041 -0.37 0.03 -0.01 0.13
H -1.718 -2.250 0.447 0.06 -0.02 0.22 0.11
H -4.128 0.540 0.015 0.11 0.05 0.23 -0.09
H -0.607 -1.238 3.252 0.08 -0.03 -0.12 0.07
H -3.871 -0.973 3.140 -0.07 -0.07 -0.21 -0.07
N -4.404 -3.273 -2.034 0.10 -0.08 0.01 0.00
C -3.585 -3.892 -2.940 -0.02 0.04 0.00 -0.13
C -4.378 -4.425 -3.922 0.00 -0.02 0.04 -0.10
C -5.726 -4.119 -3.593 0.03 0.04 -0.06 -0.11
C -5.709 -3.406 -2.423 0.03 0.08 -0.02 -0.15
H -4.087 -2.785 -1.215 -0.10 -0.05 -0.11 0.05
H -2.515 -3.897 -2.811 0.00 -0.03 0.01 0.10
H -4.030 -4.971 -4.783 0.01 0.04 -0.02 0.07
H -6.608 -4.389 -4.149 -0.01 -0.01 0.01 0.10
H -6.510 -2.987 -1.839 -0.02 -0.03 -0.01 0.11
N -3.699 -5.394 -7.689 -0.01 -0.01 0.03 0.00
C -4.847 -4.645 -7.718 0.09 0.05 0.05 -0.15
C -4.603 -3.546 -8.496 -0.03 0.01 -0.03 -0.11
C -3.262 -3.639 -8.962 -0.01 0.00 0.01 -0.12
C -2.731 -4.789 -8.444 0.00 0.00 0.01 -0.13
H -3.581 -6.256 -7.189 0.00 0.01 0.01 0.13
H -5.729 -4.954 -7.184 0.00 0.00 0.00 0.11
H -5.309 -2.760 -8.709 -0.01 -0.01 -0.02 0.10
H -2.749 -2.942 -9.603 0.00 0.00 0.00 0.09
H -1.754 -5.228 -8.552 0.00 0.00 -0.01 0.11
N 4.936 0.979 5.479 -0.03 -0.10 -0.03 0.02
C 5.105 -0.160 6.217 0.03 -0.01 -0.04 -0.15
C 4.727 0.115 7.508 0.00 -0.03 0.01 -0.12
C 4.313 1.473 7.547 -0.03 0.00 0.00 -0.10
C 4.456 1.976 6.279 -0.07 0.02 -0.01 -0.15
H 5.136 1.089 4.499 0.06 0.11 0.03 0.11
H 5.479 -1.064 5.767 -0.01 -0.01 0.01 0.11
H 4.750 -0.579 8.332 -0.01 -0.01 0.00 0.10
H 3.960 2.018 8.406 0.02 0.00 0.01 0.10
H 4.258 2.955 5.879 0.05 0.02 0.03 0.09
N 4.090 7.944 1.065 -0.13 -0.03 -0.05 0.00
C 2.911 8.534 0.692 0.02 -0.03 0.00 -0.15
C 3.207 9.738 0.114 0.00 0.00 -0.01 -0.11
C 4.620 9.882 0.140 0.00 0.01 -0.01 -0.10
C 5.136 8.760 0.732 -0.01 -0.02 -0.01 -0.14
H 4.175 7.050 1.515 0.23 0.05 0.07 0.08
H 1.964 8.051 0.872 -0.01 0.02 0.02 0.10
H 2.493 10.442 -0.280 0.00 0.00 0.00 0.09
H 5.192 10.716 -0.232 0.00 0.00 0.00 0.09
H 6.152 8.476 0.943 0.00 0.01 0.01 0.11
N -7.563 -7.580 -1.599 -0.01 -0.01 0.03 0.01
C -7.262 -6.307 -1.201 0.00 -0.08 0.05 -0.15
C -8.289 -5.865 -0.410 0.00 0.00 0.01 -0.11
C -9.246 -6.914 -0.328 0.00 0.02 0.00 -0.11
C -8.768 -7.958 -1.073 0.01 0.00 -0.02 -0.14
H -6.988 -8.148 -2.193 0.00 0.00 0.00 0.14
H -6.352 -5.827 -1.514 -0.01 0.00 -0.03 0.08
H -8.352 -4.897 0.060 0.00 0.00 0.00 0.08
H -10.177 -6.902 0.213 0.00 0.00 0.00 0.09
H -9.182 -8.932 -1.273 -0.01 0.00 0.00 0.11
N -6.449 -9.107 -8.592 -0.03 0.01 0.03 0.00
C -6.335 -7.747 -8.481 -0.04 -0.12 0.00 -0.14
C -7.522 -7.194 -8.880 -0.01 0.03 0.03 -0.11
C -8.387 -8.262 -9.243 0.00 0.01 0.00 -0.11
C -7.695 -9.428 -9.055 0.02 0.00 0.00 -0.14
H -5.728 -9.769 -8.374 0.00 0.00 -0.01 0.14
H -5.427 -7.290 -8.136 0.02 0.00 -0.08 0.07
H -7.745 -6.140 -8.911 0.01 0.00 -0.01 0.09
H -9.398 -8.182 -9.604 0.00 0.00 0.00 0.09
H -7.983 -10.454 -9.212 -0.01 0.00 -0.01 0.11
N -1.513 1.037 -6.106 -0.06 -0.03 0.04 -0.01
C -1.792 -0.300 -5.934 -0.05 0.13 -0.04 -0.14
C -2.668 -0.675 -6.912 -0.05 0.00 0.04 -0.08
C -2.934 0.474 -7.706 0.00 -0.01 -0.02 -0.09
C -2.209 1.511 -7.188 0.00 0.01 0.03 -0.14
H -0.893 1.588 -5.544 0.08 -0.01 -0.08 0.12
H -1.346 -0.878 -5.147 0.05 -0.03 -0.02 0.08
H -3.074 -1.664 -7.047 0.00 0.00 0.00 0.08
H -3.582 0.529 -8.564 0.00 0.00 0.00 0.10
H -2.124 2.539 -7.497 0.00 0.00 0.00 0.11
N 8.316 0.458 8.060 -0.04 -0.03 -0.04 0.01
C 9.551 0.886 7.655 -0.02 0.00 -0.02 -0.15
C 10.283 1.180 8.774 0.00 0.00 0.01 -0.11
C 9.456 0.917 9.900 0.01 0.01 0.00 -0.11
C 8.250 0.473 9.425 -0.01 0.01 -0.01 -0.15
H 7.563 0.182 7.454 -0.04 0.05 0.03 0.11
H 9.804 0.944 6.610 0.01 0.00 0.00 0.10
H 11.297 1.541 8.787 0.00 0.00 0.00 0.09
H 9.717 1.039 10.938 0.00 0.00 0.00 0.09
H 7.355 0.169 9.941 0.00 0.01 0.01 0.10
```
Forces are in eV/Å.

***

C53H82ClF4N5O5S | ωB97M-V with the def2-TZVPD basis set

LUMO level (eV): -1.0
Gap between HOMO and LUMO (eV): 6.83
SMILES: CCOC(=O)CCCc1c(-c2ccccn2)c2c(c(CC(=O)Cl)c1C(F)(F)C(F)F)Sc1cc(CCCCCOC(C)=O)c(C)cc1N2.CCN(CC)CC.CCN(CC)CC.CCN(CC)CC
Maximum force (eV/Å): 9.49
ΔE to the lowest compared entry with this formula, charge and spin (kcal per mole): 437.6
HOMO level (eV): -7.85
Charge: 0

Structure (XYZ):
```
151
Properties=species:S:1:pos:R:3:forces:R:3:lowdin_charge:R:1
C 1.715 -5.454 2.135 0.04 -0.44 -0.42 -0.11
C 2.513 -4.765 0.841 -0.86 -2.45 0.76 -0.22
O 2.900 -3.345 1.110 0.89 -0.08 -4.44 -0.10
C 3.446 -2.830 -0.158 1.53 -3.43 -4.54 -0.23
O 3.793 -3.658 -1.183 -2.39 4.76 6.56 -0.06
C 3.675 -1.207 -0.494 -0.04 -1.78 1.64 -0.09
C 5.274 -1.040 -0.799 0.63 -0.48 0.64 -0.19
C 5.714 0.363 -1.522 0.74 0.05 -0.11 -0.16
C 4.456 1.266 -2.095 -1.75 1.89 -0.25 -0.01
C 3.807 2.316 -0.965 -1.31 0.39 -1.69 -0.01
C 4.388 2.407 0.601 -0.25 -0.21 1.29 -0.19
C 3.386 1.835 1.762 3.78 1.61 1.79 -0.03
C 3.931 1.950 3.331 2.57 1.71 -3.65 -0.02
C 5.427 2.659 3.550 -2.55 -0.99 -4.15 -0.04
C 6.213 3.131 2.192 -2.33 -1.06 0.66 -0.10
N 5.739 3.042 0.768 -3.34 -2.20 5.01 0.03
C 2.535 3.323 -1.291 1.46 -2.68 -2.95 -0.09
C 1.929 3.191 -2.845 2.76 -1.92 1.69 -0.32
C 2.589 2.165 -3.982 0.56 0.69 2.72 -0.13
C 1.898 2.195 -5.463 0.98 -0.73 0.69 -0.13
C 1.032 0.794 -5.616 -1.02 -2.56 -6.61 -0.52
O 0.726 0.225 -6.784 2.12 3.99 8.35 -0.06
Cl 0.495 -0.055 -4.015 0.60 1.11 -2.01 0.55
C 3.863 1.164 -3.657 -1.58 2.88 3.33 0.02
C 4.604 0.147 -4.684 1.65 0.27 -1.16 -0.19
F 4.095 0.083 -6.065 1.09 0.84 3.94 0.00
F 6.030 0.634 -4.810 -3.80 -1.36 0.22 -0.03
C 4.641 -1.444 -4.166 0.17 -1.47 -1.67 -0.05
F 6.030 -1.927 -3.965 -4.19 1.54 -0.44 -0.03
F 4.060 -2.305 -5.263 1.83 2.51 3.21 -0.05
S 0.429 4.309 -3.189 0.56 -1.47 2.09 0.80
C -0.553 4.164 -1.555 -0.86 -0.50 3.11 -0.37
C -2.191 4.055 -1.506 2.87 -0.03 4.10 -0.01
C -2.877 3.954 0.004 3.42 -0.03 0.17 -0.10
C -4.505 3.881 0.189 -0.08 0.94 -1.04 -0.21
C -5.217 2.581 -0.520 0.29 0.21 1.74 -0.21
C -5.166 1.359 0.621 -0.91 0.50 -0.84 -0.21
C -6.179 0.154 0.149 0.99 0.37 0.16 -0.16
C -5.751 -0.244 -1.396 -0.67 1.39 -0.30 -0.19
O -5.983 -1.665 -1.737 3.41 -0.45 1.74 -0.10
C -4.904 -2.531 -1.224 -2.00 -4.92 3.28 -0.29
C -3.304 -2.338 -1.532 -0.20 1.27 0.17 -0.02
O -5.263 -3.580 -0.474 2.00 6.53 -4.84 -0.03
C -1.907 3.921 1.356 1.48 0.05 -2.13 -0.12
C -2.566 3.792 2.884 0.17 1.29 -1.28 -0.11
C -0.249 4.032 1.299 -2.50 0.02 -4.43 0.02
C 0.419 4.157 -0.193 -3.55 -0.13 1.03 -0.16
N 1.916 4.309 -0.330 -1.17 -2.69 -1.70 0.00
H 2.172 -6.539 2.328 -0.86 2.50 -0.38 0.08
H 0.585 -5.658 1.817 2.41 0.77 0.98 0.08
H 1.812 -4.824 3.122 -0.34 -1.22 -2.04 0.08
H 3.464 -5.463 0.673 -2.01 2.02 0.00 0.14
H 1.742 -4.850 -0.064 2.16 0.48 1.79 0.14
H 3.363 -0.648 0.494 0.61 -0.73 -2.25 0.10
H 2.962 -0.978 -1.392 1.39 -0.33 1.79 0.12
H 5.825 -1.093 0.259 -1.26 0.18 -2.27 0.13
H 5.747 -1.943 -1.420 -1.58 1.93 1.30 0.12
H 6.500 0.061 -2.368 -2.07 0.94 1.58 0.12
H 6.369 0.956 -0.719 -1.86 -0.87 -1.96 0.11
H 2.318 1.350 1.539 2.71 1.27 0.33 0.11
H 3.282 1.557 4.233 1.50 0.91 -2.04 0.08
H 5.859 2.792 4.632 -0.83 -0.26 -2.52 0.08
H 7.294 3.610 2.359 -2.71 -1.15 -0.64 0.11
H 1.200 3.105 -5.684 1.13 -1.82 0.85 0.11
H 2.792 2.275 -6.250 -2.25 -0.72 1.54 0.15
H 3.931 -1.585 -3.248 1.89 -0.08 -1.61 0.15
H -2.836 4.078 -2.488 1.54 -0.05 2.20 0.10
H -4.947 4.843 -0.356 1.05 -1.90 1.19 0.12
H -4.868 3.951 1.311 1.12 -0.16 -2.29 0.11
H -4.632 2.311 -1.497 -1.31 0.47 1.84 0.10
H -6.352 2.861 -0.720 2.43 -0.67 0.22 0.13
H -5.558 1.803 1.653 0.95 -0.94 -2.18 0.12
H -4.057 1.002 0.731 -2.11 0.54 -0.12 0.11
H -7.296 0.559 0.167 2.42 -1.01 -0.03 0.13
H -6.052 -0.730 0.921 -0.40 1.55 -1.83 0.11
H -6.470 0.390 -2.100 1.58 -1.60 1.33 0.14
H -4.653 0.102 -1.674 -2.12 -0.95 0.81 0.12
H -2.709 -3.333 -1.368 -1.62 1.87 -0.36 0.10
H -2.891 -1.548 -0.747 -0.90 -1.63 -1.56 0.09
H -3.090 -1.875 -2.595 -0.60 -1.06 2.11 0.10
H -3.431 2.997 2.940 1.99 1.48 -0.10 0.07
H -1.698 3.616 3.651 -1.83 0.12 -1.53 0.08
H -3.029 4.869 3.100 0.90 -2.38 -0.29 0.09
H 0.440 4.034 2.257 -1.69 -0.04 -2.15 0.09
H 2.412 4.367 0.585 -0.60 -0.33 -1.05 0.11
C -2.830 2.104 -12.023 -0.08 0.02 0.06 -0.10
C -2.053 1.166 -11.103 -0.22 0.14 0.17 -0.27
N -2.361 1.327 -9.677 0.16 0.09 0.21 -0.19
C -1.437 0.592 -8.804 0.12 0.26 -0.18 -0.26
C -1.446 -0.932 -8.890 0.15 -0.32 0.20 -0.09
C -3.773 1.229 -9.304 0.02 0.34 -0.16 -0.25
C -4.501 -0.069 -9.633 -0.35 -0.28 0.02 -0.09
H -2.653 3.152 -11.760 -0.06 -0.14 0.04 0.08
H -2.502 1.958 -13.058 -0.01 -0.01 0.15 0.07
H -3.906 1.911 -11.996 0.10 0.05 0.01 0.06
H -0.988 1.376 -11.259 -0.06 -0.12 0.29 0.12
H -2.221 0.136 -11.436 0.02 -0.15 -0.13 0.09
H -1.612 0.886 -7.762 -0.16 0.04 -0.20 0.10
H -0.418 0.936 -9.022 -0.21 0.03 -0.11 0.10
H -2.309 -1.361 -8.378 0.01 -0.02 -0.12 0.06
H -0.556 -1.330 -8.391 -0.11 0.09 -0.06 0.06
H -1.429 -1.296 -9.920 -0.06 0.06 0.04 0.07
H -4.314 2.055 -9.782 0.18 -0.08 -0.07 0.10
H -3.881 1.430 -8.229 0.31 -0.06 -0.16 0.11
H -4.255 -0.449 -10.630 0.01 0.06 0.11 0.07
H -5.584 0.099 -9.611 0.11 -0.01 -0.01 0.07
H -4.289 -0.851 -8.902 0.03 0.00 -0.16 0.05
C -1.614 -1.111 5.798 0.06 0.05 -0.08 -0.09
C -2.537 -1.805 4.799 0.17 0.15 -0.14 -0.26
N -2.480 -1.256 3.440 -0.25 0.24 -0.17 -0.18
C -3.540 -1.775 2.566 -0.04 0.05 0.28 -0.25
C -3.514 -3.264 2.233 -0.25 -0.22 -0.18 -0.08
C -1.153 -1.183 2.826 0.00 0.22 0.22 -0.25
C -0.377 -2.485 2.666 0.36 -0.18 -0.13 -0.09
H -1.835 -0.040 5.861 0.05 -0.10 -0.07 0.08
H -1.758 -1.543 6.794 -0.01 0.02 -0.13 0.07
H -0.558 -1.238 5.541 -0.08 0.03 0.02 0.05
H -3.559 -1.696 5.181 0.02 -0.04 -0.31 0.12
H -2.312 -2.877 4.808 0.00 -0.17 0.09 0.10
H -3.547 -1.205 1.629 0.19 0.06 0.10 0.08
H -4.506 -1.550 3.035 0.17 0.04 0.13 0.11
H -2.752 -3.498 1.489 -0.02 -0.06 0.09 0.05
H -4.476 -3.557 1.800 0.19 0.04 0.04 0.06
H -3.353 -3.889 3.114 0.06 0.09 -0.02 0.07
H -0.539 -0.489 3.413 -0.16 -0.07 0.09 0.10
H -1.233 -0.697 1.843 -0.27 -0.09 0.16 0.11
H -0.448 -3.128 3.549 -0.04 0.07 -0.08 0.07
H 0.685 -2.265 2.511 -0.10 -0.04 0.00 0.06
H -0.711 -3.053 1.796 0.00 -0.06 0.14 0.06
C 4.300 0.466 8.929 -0.06 0.03 -0.06 -0.09
C 3.491 -0.575 9.699 -0.17 0.11 -0.19 -0.27
N 2.048 -0.538 9.432 -0.24 0.02 0.21 -0.19
C 1.272 -1.377 10.354 0.12 0.29 0.11 -0.25
C 1.496 -2.885 10.295 -0.16 -0.31 0.08 -0.09
C 1.647 -0.629 8.027 0.07 0.34 0.02 -0.25
C 2.073 -1.869 7.250 0.01 -0.26 -0.33 -0.09
H 3.947 1.479 9.145 -0.03 -0.14 -0.06 0.08
H 5.352 0.406 9.226 -0.15 -0.03 -0.01 0.07
H 4.260 0.302 7.848 -0.01 0.03 0.09 0.06
H 3.657 -0.383 10.765 -0.27 -0.14 -0.07 0.12
H 3.911 -1.565 9.490 0.15 -0.13 0.01 0.09
H 0.203 -1.175 10.214 0.16 0.08 -0.17 0.11
H 1.486 -1.043 11.377 0.14 0.08 -0.18 0.11
H 1.003 -3.334 9.432 0.12 -0.01 0.02 0.05
H 1.061 -3.354 11.184 0.05 0.05 -0.07 0.07
H 2.555 -3.153 10.274 -0.07 0.04 -0.03 0.07
H 2.031 0.253 7.501 0.08 -0.06 0.18 0.10
H 0.555 -0.525 7.952 0.18 -0.05 0.29 0.10
H 3.106 -2.162 7.460 -0.11 0.05 0.01 0.07
H 2.005 -1.673 6.174 0.01 -0.02 0.09 0.06
H 1.423 -2.721 7.456 0.14 0.01 0.01 0.06
```
Forces are in eV/Å.